This record from the Open Molecules 2025 dataset describes 7 unconnected molecules or ions with the total composition C5H24O7 in a non-equilibrium geometry. The level of theory is ωB97M-V/def2-TZVPD.

Summary:
* HOMO (alpha / beta): 0.18 / -7.49 eV
* energy relative to the best compared isomer or geometry (same formula, charge and spin): 31.1 kcal/mol
* E_LUMO (alpha / beta): 2.7 / 2.6 eV
* DFT total energy: -731.50604 Eh
* net charge: -1
* multiplicity: 2
* molecular weight: 196.24 Da
* strongest force on any atom: 2.3 eV/Å

Geometry as XYZ:
```
36
Properties=species:S:1:pos:R:3:forces:R:3:nbo_charge:R:1
C 2.919 -1.270 -1.905 -0.15 0.35 -0.29 -0.255
O 4.295 -1.241 -1.535 -0.22 0.14 -0.18 -0.722
H 2.229 -1.403 -1.072 0.16 -0.15 0.17 0.175
H 2.662 -0.315 -2.364 0.32 0.25 0.30 0.193
H 2.684 -1.987 -2.692 0.20 -0.51 0.09 0.148
H 4.572 -2.081 -1.163 -0.28 -0.09 -0.02 0.458
C -2.375 0.296 -2.230 -0.35 -0.58 0.33 -0.779
C -1.782 -1.114 -2.075 -0.17 1.59 -0.64 -0.063
O -0.389 -0.925 -1.998 1.25 -1.06 0.46 -0.750
H -2.223 0.902 -1.336 -0.69 -0.47 0.47 0.224
H -3.415 0.140 -2.515 -0.20 0.74 0.18 0.197
H -1.856 0.968 -2.913 0.05 -0.65 -0.84 0.206
H -2.031 -1.747 -2.927 -0.07 -0.10 -0.14 0.147
H -2.144 -1.629 -1.185 0.19 0.19 0.15 0.179
H -0.064 -0.731 -2.880 0.00 0.15 0.00 0.472
C 0.088 -1.845 1.664 0.58 -1.30 -0.29 -0.638
C -0.937 -1.080 2.396 -1.13 1.82 0.79 -0.094
O -1.206 -1.564 3.743 0.27 -0.51 -0.84 -0.747
H 1.100 -1.702 2.044 -0.06 -0.25 0.14 0.209
H 0.128 -1.738 0.580 -0.24 0.93 -0.01 0.224
H -0.237 -2.885 1.696 0.42 -0.43 0.56 0.203
H -1.852 -1.050 1.805 -0.32 -0.27 0.06 0.152
H -0.706 -0.029 2.571 0.52 0.13 -0.62 0.183
H -1.564 -0.797 4.195 -0.02 -0.05 0.15 0.471
O -1.676 2.431 0.632 1.14 -0.82 0.77 -1.405
H -2.626 2.344 0.546 -1.22 -0.03 -0.08 0.335
H -1.446 3.149 0.043 0.06 0.97 -0.61 0.387
O 3.423 1.817 -0.120 0.76 0.27 -0.07 -0.972
H 3.847 1.223 0.499 0.11 -0.13 0.05 0.454
H 2.491 1.612 -0.049 -0.89 -0.10 -0.06 0.502
O 0.693 1.135 -0.273 0.82 -0.01 0.04 -1.018
H 0.436 0.296 -0.655 -0.16 -0.33 -0.36 0.486
H -0.113 1.480 0.112 -0.63 0.35 0.33 0.499
O -0.786 2.854 3.342 0.40 -0.20 0.85 -1.007
H -1.068 3.737 3.581 -0.11 0.21 0.00 0.452
H -1.071 2.748 2.435 -0.33 -0.06 -0.82 0.494
```
Positions in Å, forces in eV/Å.